{"formula": "C27H20Cl2F6NO3PtS2Sb", "method": "ωB97M-V with the def2-TZVPD basis set", "homo_ev": [-13.4, -14.8], "e_lumo_ev": [-7.1911, -8.7574], "spin_multiplicity": 5, "s2": 6.0652, "gap_ev": [6.2, 6.0], "charge": 2, "relative_energy_ev": 0.000, "symbols": ["Pt", "Cl", "C", "C", "C", "C", "C", "Cl", "C", "N", "C", "C", "C", "C", "C", "C", "C", "C", "O", "O", "H", "H", "H", "H", "H", "H", "H", "H", "H", "H", "F", "Sb", "F", "F", "F", "F", "F", "S", "C", "O", "S", "C", "C", "C", "C", "C", "C", "C", "C", "C", "C", "C", "C", "H", "H", "H", "H", "H", "H", "H", "H", "H", "H"], "xyz": [[0.486, -1.072, 0.551], [1.246, 1.193, 3.184], [-0.379, 0.799, 3.221], [-0.649, -0.635, 3.508], [-2.120, -1.016, 3.748], [-3.094, 0.094, 3.700], [-2.767, 1.334, 3.321], [-3.978, 2.561, 3.245], [-1.403, 1.716, 2.913], [-1.269, 2.887, 2.293], [-0.218, 3.384, 1.419], [0.943, 3.868, 2.032], [2.140, 4.084, 1.417], [1.025, 5.052, -1.102], [0.191, 3.994, -1.012], [-0.500, 3.348, 0.053], [-1.587, 2.430, -0.449], [-0.968, 1.043, -0.682], [-0.653, 0.622, -1.757], [-0.835, 0.388, 0.469], [0.017, -0.952, 4.316], [-2.274, -1.641, 4.626], [-4.122, -0.117, 3.968], [-2.144, 3.401, 2.229], [0.938, 3.993, 3.116], [2.820, 4.741, 1.961], [1.479, 5.434, -2.009], [-0.032, 3.582, -1.992], [-1.985, 2.791, -1.393], [-2.405, 2.319, 0.258], [1.680, 1.611, 0.139], [3.386, 2.545, 0.424], [4.135, 0.888, -0.034], [3.195, 3.064, -1.393], [4.766, 3.815, 0.519], [1.347, 5.787, -0.094], [3.660, 2.104, 2.261], [-2.080, -2.098, 2.250], [-0.470, -1.527, 2.266], [1.187, -2.940, 0.474], [1.357, -3.722, -0.877], [-0.226, -4.408, -1.219], [-1.374, -3.618, -1.269], [-2.582, -4.231, -1.536], [-2.633, -5.606, -1.765], [-1.483, -6.376, -1.728], [-0.261, -5.778, -1.443], [1.463, -2.390, -2.058], [2.153, -1.237, -1.674], [2.244, -0.184, -2.580], [1.682, -0.303, -3.841], [1.031, -1.471, -4.215], [0.914, -2.527, -3.323], [-1.316, -2.543, -1.145], [-3.487, -3.641, -1.587], [-3.584, -6.075, -1.981], [-1.530, -7.440, -1.914], [0.646, -6.368, -1.392], [2.732, -1.189, -0.753], [2.779, 0.711, -2.303], [1.767, 0.513, -4.546], [0.606, -1.563, -5.205], [0.394, -3.430, -3.612]]}

=====

{"formula": "C27H20Cl3N2PPtS4Sb", "method": "ωB97M-V with the def2-TZVPD basis set", "homo_ev": [-7.1, -7.0], "e_lumo_ev": [-0.9454, -1.2705], "spin_multiplicity": 2, "s2": 0.7663, "gap_ev": [6.1, 5.7], "relative_energy_ev": 19.485, "symbols": ["Pt", "S", "Sb", "S", "S", "Cl", "C", "C", "C", "C", "C", "C", "P", "C", "C", "C", "C", "C", "C", "C", "C", "C", "C", "C", "C", "H", "H", "H", "H", "H", "H", "H", "H", "H", "H", "H", "H", "H", "H", "S", "C", "C", "N", "C", "H", "H", "H", "Cl", "C", "C", "C", "C", "C", "Cl", "C", "N", "H", "H", "H"], "xyz": [[0.579, -2.347, 0.012], [2.344, 1.089, 3.467], [2.316, -0.971, 2.677], [0.182, -1.791, 3.540], [2.165, -0.630, -0.585], [0.393, -0.582, -3.563], [0.939, 1.071, -3.720], [0.965, 1.593, -5.002], [1.219, 2.942, -5.185], [1.414, 3.754, -4.079], [1.410, 3.211, -2.806], [1.211, 1.844, -2.590], [1.062, 1.214, -0.877], [-0.892, -0.666, 2.683], [-1.845, 0.250, 3.295], [-2.669, 1.088, 2.651], [-2.877, 1.492, 1.247], [-2.608, 1.341, -0.066], [-0.932, -0.725, 1.379], [1.895, 2.490, 0.097], [1.135, 3.049, 1.122], [1.653, 4.084, 1.890], [2.936, 4.546, 1.648], [3.705, 3.980, 0.637], [3.185, 2.961, -0.140], [0.759, 0.943, -5.841], [1.237, 3.357, -6.184], [1.577, 4.817, -4.204], [1.578, 3.861, -1.958], [-1.875, 0.217, 4.378], [-3.307, 1.664, 3.312], [-3.542, 2.359, 1.249], [-1.697, 0.391, -1.896], [-0.126, -1.303, -0.802], [0.134, 2.678, 1.307], [1.060, 4.512, 2.687], [3.345, 5.346, 2.252], [4.710, 4.339, 0.454], [3.781, 2.528, -0.935], [2.272, -5.940, -0.627], [1.481, -6.177, 0.879], [1.446, -5.013, 1.566], [2.061, -3.947, 0.944], [2.544, -4.315, -0.214], [1.053, -7.126, 1.152], [0.956, -4.852, 2.515], [3.097, -3.648, -0.861], [-3.167, -3.174, 3.388], [-3.171, -3.030, 1.638], [-4.421, -2.759, 1.024], [-4.710, -2.355, -0.232], [-3.773, -1.909, -1.241], [-2.655, -1.224, -1.206], [-1.555, 0.004, -0.646], [-1.997, -3.307, 1.029], [-0.979, -3.614, 0.509], [-5.271, -2.972, 1.666], [-5.738, -2.419, -0.564], [-3.989, -2.219, -2.269]]}

=====

{"formula": "C27H20Cl4O2PPt", "method": "ωB97M-V with the def2-TZVPD basis set", "homo_ev": [-9.4, -11.5], "e_lumo_ev": [-3.2251, -6.7788], "spin_multiplicity": 5, "s2": 6.0311, "gap_ev": [6.2, 4.7], "charge": 1, "relative_energy_ev": 0.000, "symbols": ["Pt", "C", "C", "C", "C", "C", "C", "C", "P", "C", "C", "C", "C", "C", "C", "C", "C", "C", "C", "C", "C", "C", "C", "H", "H", "H", "H", "H", "H", "H", "H", "H", "H", "H", "H", "H", "H", "H", "H", "H", "H", "H", "H", "Cl", "C", "C", "Cl", "C", "Cl", "C", "O", "C", "O", "C", "Cl"], "xyz": [[0.104, 2.034, 0.862], [5.284, 1.496, -0.585], [4.419, 0.370, -1.084], [4.938, -0.518, -2.022], [4.185, -1.565, -2.529], [2.878, -1.755, -2.108], [2.337, -0.880, -1.182], [3.093, 0.173, -0.664], [2.253, 1.213, 0.549], [2.738, 2.941, 0.216], [2.391, 3.350, -1.084], [2.652, 4.628, -1.532], [3.254, 5.533, -0.669], [3.587, 5.145, 0.618], [3.346, 3.859, 1.096], [3.767, 3.537, 2.504], [2.653, 0.628, 2.195], [3.752, -0.182, 2.483], [3.987, -0.580, 3.786], [3.119, -0.171, 4.794], [2.014, 0.609, 4.497], [1.754, 1.015, 3.191], [0.548, 1.861, 2.874], [6.336, 1.260, -0.737], [5.136, 1.694, 0.477], [5.068, 2.423, -1.120], [5.959, -0.384, -2.357], [4.624, -2.237, -3.256], [2.288, -2.574, -2.495], [1.316, -1.014, -0.843], [1.918, 2.637, -1.751], [2.388, 4.917, -2.540], [3.465, 6.542, -0.997], [4.058, 5.861, 1.280], [4.351, 4.362, 2.909], [4.372, 2.634, 2.560], [2.906, 3.388, 3.156], [4.411, -0.508, 1.687], [4.835, -1.210, 4.017], [3.300, -0.478, 5.816], [1.335, 0.903, 5.289], [0.663, 2.855, 3.317], [-0.335, 1.411, 3.335], [-4.718, 1.084, -4.221], [-3.822, 0.870, -2.794], [-4.171, -0.104, -1.886], [-5.506, -1.113, -2.169], [-3.410, -0.280, -0.683], [-3.819, -1.461, 0.424], [-2.273, 0.547, -0.383], [-1.613, 0.409, 0.660], [-1.897, 1.583, -1.363], [-0.912, 2.310, -1.147], [-2.693, 1.716, -2.550], [-2.250, 2.895, -3.648]]}

=====

{"formula": "C27H20ClF6IrN2O5P", "method": "ωB97M-V with the def2-TZVPD basis set", "homo_ev": -12.5, "e_lumo_ev": -4.0545, "gap_ev": 8.5, "charge": 1, "relative_energy_ev": 0.976, "symbols": ["Ir", "O", "C", "O", "C", "C", "N", "N", "C", "C", "O", "O", "H", "H", "H", "Cl", "C", "C", "C", "C", "C", "C", "P", "C", "C", "C", "C", "C", "C", "C", "C", "C", "C", "C", "C", "H", "H", "H", "H", "H", "H", "H", "H", "H", "H", "H", "H", "H", "H", "C", "C", "O", "C", "F", "F", "F", "C", "F", "F", "F", "H", "H", "H"], "xyz": [[0.086, 0.860, 0.892], [-5.487, -0.418, 1.751], [-5.384, 0.553, 0.855], [-6.332, 1.061, 0.328], [-4.002, 1.007, 0.509], [-3.688, 2.044, -0.353], [-2.347, 2.170, -0.385], [-1.800, 1.255, 0.407], [-2.762, 0.545, 0.969], [-2.231, -0.401, 2.010], [-2.969, -1.101, 2.667], [-0.926, -0.364, 2.142], [-4.631, -0.718, 2.132], [-4.338, 2.698, -0.910], [-1.757, 2.845, -0.855], [2.420, 1.051, 1.043], [3.097, -0.586, 1.045], [4.375, -0.811, 1.490], [4.834, -2.125, 1.452], [4.021, -3.147, 0.983], [2.734, -2.880, 0.529], [2.248, -1.577, 0.540], [0.586, -1.129, -0.093], [-0.308, -2.642, 0.318], [-0.326, -3.112, 1.637], [-0.944, -4.314, 1.929], [-1.545, -5.058, 0.920], [-1.512, -4.608, -0.391], [-0.889, -3.404, -0.693], [0.604, -0.968, -1.865], [1.710, -1.298, -2.643], [1.641, -1.143, -4.019], [0.479, -0.666, -4.610], [-0.623, -0.329, -3.836], [-0.562, -0.466, -2.459], [4.994, -0.008, 1.864], [5.831, -2.348, 1.806], [4.389, -4.163, 0.980], [2.103, -3.684, 0.173], [0.126, -2.537, 2.431], [-0.966, -4.667, 2.951], [-2.037, -5.991, 1.159], [-1.967, -5.188, -1.182], [-0.866, -3.065, -1.721], [2.613, -1.678, -2.181], [2.497, -1.394, -4.631], [0.434, -0.546, -5.684], [-1.520, 0.048, -4.308], [-1.403, -0.181, -1.839], [2.041, 4.364, 1.383], [0.790, 4.061, 0.573], [0.221, 2.809, 0.738], [1.080, 4.220, -0.936], [2.129, 3.451, -1.275], [1.354, 5.471, -1.282], [0.042, 3.799, -1.692], [-0.329, 5.049, 1.011], [-1.417, 4.941, 0.226], [-0.709, 4.754, 2.257], [0.066, 6.319, 0.985], [2.882, 3.767, 1.045], [1.839, 4.157, 2.433], [2.311, 5.413, 1.277]]}